[1]
Below is C24H28N4O5S in the gas phase, with properties calculated with wB97M-V/def2-TZVPD.

The geometry in XYZ format:
```
62
Properties=species:S:1:pos:R:3
C 3.66562 -0.64808 -4.15912
C 2.46691 -1.19709 -4.12317
C 1.40887 -0.79724 -3.13609
N 0.96080 -1.93872 -2.37625
C -0.13692 -2.71314 -2.60789
S -1.27871 -2.41439 -3.88419
C -2.76381 -2.94787 -2.97130
C -3.30028 -1.80151 -2.12240
O -2.21050 -1.20771 -1.45316
C -2.42119 -0.03445 -0.77758
C -1.29641 0.73869 -0.51254
C -1.39656 1.93544 0.17049
C -2.63747 2.38046 0.61255
O -2.85720 3.53996 1.29816
C -1.78090 4.43247 1.46592
C -3.76376 1.60356 0.35018
C -3.66364 0.41272 -0.34134
N -0.21817 -3.68029 -1.73397
N 0.82523 -3.55100 -0.90466
C 1.53796 -2.52389 -1.28739
C 2.74448 -2.02385 -0.55828
C 3.51962 -3.20800 0.04688
O 2.76512 -3.87259 1.01727
N 2.30788 -1.16356 0.52458
C 2.17066 0.17289 0.40224
O 2.51043 0.77406 -0.60550
C 1.56067 0.85347 1.57316
C 0.51966 0.27905 2.29243
C -0.10449 0.97394 3.31224
C 0.31870 2.25878 3.64017
O -0.23009 3.03597 4.60820
C -1.35280 2.55320 5.30888
C 1.37364 2.83444 2.92416
C 1.97310 2.14549 1.89535
H 4.40748 -0.94533 -4.88016
H 3.94370 0.13606 -3.47376
H 2.18379 -1.98413 -4.81013
H 1.79603 -0.03932 -2.44796
H 0.53424 -0.40139 -3.66427
H -3.50199 -3.26582 -3.70429
H -2.44156 -3.78490 -2.35494
H -3.79492 -1.05401 -2.75911
H -4.03404 -2.20382 -1.40946
H -0.33348 0.39538 -0.85481
H -0.49959 2.50652 0.34587
H -2.19861 5.30313 1.96921
H -0.98827 4.00231 2.08470
H -1.36038 4.73676 0.50242
H -4.72319 1.95635 0.69425
H -4.55849 -0.15896 -0.53132
H 3.37901 -1.43905 -1.23131
H 4.41535 -2.83616 0.55122
H 3.82284 -3.88616 -0.76312
H 1.94209 -4.17350 0.58950
H 2.04119 -1.64651 1.37025
H 0.15326 -0.70401 2.03522
H -0.92498 0.50935 3.83493
H -1.11375 1.64946 5.87780
H -1.63182 3.34844 5.99797
H -2.18814 2.35037 4.63137
H 1.68933 3.83119 3.19017
H 2.76846 2.59654 1.32177
```

Output
- Energy relative to the best compared isomer or geometry (same formula, charge and spin): 82.74 kcal/mol
- Orbital gap: 8.62 eV
- SMILES: C=CCn1c(SCCOc2ccc(OC)cc2)nnc1[C@H](CO)NC(=O)c1ccc(OC)cc1
- E_LUMO: 0.6 eV
- Energy: -52374.6687 eV

These are the Mulliken partial charges, in e, on atoms 1 to 2:
1 C -0.847
2 C -0.294

[2]
Below is C24H28N4O6S in the gas phase, with properties calculated with wB97M-V/def2-TZVPD.

The geometry in XYZ format:
```
63
Properties=species:S:1:pos:R:3
C -0.50108 0.16644 -2.96119
O -0.91031 -0.89749 -2.13337
C -1.90009 -0.67170 -1.22591
C -2.57831 0.52696 -1.09629
C -3.55893 0.66049 -0.12206
N -4.17613 1.91695 0.06258
C -3.49790 3.08097 0.24847
O -4.03473 4.16528 0.21248
C -2.05130 2.86906 0.54285
S -1.62600 2.03374 2.01650
C 0.03976 2.09373 1.58262
N 1.02553 1.60038 2.35792
C 2.21322 1.67481 1.86687
N 2.52455 2.14999 0.63890
C 3.89835 2.09228 0.17474
C 4.57353 0.75335 0.49572
O 5.53564 0.73257 1.24262
N 4.07050 -0.35460 -0.07389
C 2.90939 -0.46274 -0.92999
C 1.79146 -1.21595 -0.20437
C 2.29272 -2.58912 0.23402
C 3.55448 -2.44119 1.07975
C 4.60805 -1.64782 0.30849
C 1.55415 2.68859 -0.23119
O 1.86254 3.02677 -1.35880
C 0.23653 2.70738 0.34977
C -0.97477 3.19151 -0.22750
C -1.04109 3.94991 -1.50737
C -3.89648 -0.41361 0.68226
C -3.22466 -1.62791 0.56335
O -3.49768 -2.70327 1.36444
C -4.51564 -2.58963 2.32926
C -2.20439 -1.76505 -0.38995
O -1.41116 -2.85580 -0.59658
C -1.83138 -4.14031 -0.19402
H 0.28859 -0.24136 -3.59010
H -1.31771 0.52238 -3.59616
H -0.10093 1.00051 -2.37673
H -2.36044 1.36154 -1.73934
H -5.18410 1.98076 0.01454
H 3.03567 1.31336 2.46868
H 4.48868 2.86691 0.67524
H 3.89215 2.29848 -0.89982
H 2.57272 0.51637 -1.26306
H 3.20417 -1.03324 -1.81940
H 0.93293 -1.33227 -0.86396
H 1.47602 -0.64755 0.67398
H 1.51311 -3.10024 0.79923
H 2.51400 -3.19063 -0.65053
H 3.95888 -3.41960 1.34154
H 3.31671 -1.91207 2.00495
H 5.49508 -1.47292 0.91877
H 4.89642 -2.18847 -0.59920
H -0.47083 3.44277 -2.28350
H -2.07218 4.08800 -1.82184
H -0.58807 4.93070 -1.36614
H -4.66272 -0.27990 1.42689
H -4.55227 -3.55908 2.82408
H -5.48735 -2.38325 1.86973
H -4.28591 -1.81606 3.06833
H -1.13182 -4.82762 -0.66988
H -1.78425 -4.26330 0.88982
H -2.84491 -4.35918 -0.53726
```

Output
- Energy relative to the best compared isomer or geometry (same formula, charge and spin): 37.63 kcal/mol
- Orbital gap: 8.27 eV
- SMILES: COc1cc(NC(=O)c2sc3ncn(CC(=O)N4CCCCC4)c(=O)c3c2C)cc(OC)c1OC
- E_LUMO: 0.2 eV
- Energy: -54423.7136 eV

These are the Mulliken partial charges, in e, on atoms 1 to 2:
1 C -0.848
2 O -0.505

[3]
Below is a molecular structure, C24H28N6Sc, with properties calculated with wB97M-V/def2-TZVPD.

The geometry in XYZ format:
```
59
Properties=species:S:1:pos:R:3
Sc 0.00000 0.00000 0.00000
C -1.12320 -5.91870 3.76320
C -1.11440 -4.81770 2.74980
C -1.63670 -5.01700 1.48090
C -1.61150 -3.98320 0.54100
C -1.08450 -2.69540 0.81010
N -1.19360 -1.66690 -0.06950
C -1.82730 -1.77760 -1.25610
C -3.22880 -1.92630 -1.30260
C -3.92500 -2.07330 -2.50530
C -3.23950 -2.07150 -3.71810
C -3.97960 -2.18530 -5.01450
C -1.85300 -1.86940 -3.70580
C -1.14570 -1.68840 -2.49430
N 0.25960 -1.41040 -2.57830
C 1.11910 -1.85670 -3.57990
C 2.36580 -1.34600 -3.31330
C 2.17760 -0.55260 -2.17490
N 0.91200 -0.52260 -1.77400
C -0.47260 -2.51950 2.09080
C -0.51340 -3.58560 3.03280
N 0.20940 -1.31140 2.53300
C 0.35730 -0.92460 3.87150
C 1.18630 0.17000 3.91560
C 1.50310 0.41170 2.57740
N 0.95230 -0.46630 1.74950
H -1.95330 -6.61070 3.58430
H -0.18400 -6.47820 3.72080
H -1.25300 -5.51510 4.77300
H -2.08020 -5.96630 1.19870
H -2.04300 -4.19140 -0.43640
H -3.77990 -1.93890 -0.36330
H -5.00360 -2.18690 -2.47250
H -4.92880 -2.71520 -4.88160
H -4.18830 -1.18870 -5.41590
H -3.39300 -2.74870 -5.74760
H -1.33660 -1.78900 -4.65740
H 0.77380 -2.55050 -4.32930
H 3.28030 -1.53540 -3.85280
H 2.90200 0.02470 -1.61840
H -0.02890 -3.48350 3.99910
H -0.17020 -1.44410 4.65360
H 1.49820 0.71980 4.78900
H 2.12240 1.19070 2.15530
C 0.72340 3.04620 0.56220
C -0.43390 2.88430 -0.42550
C -1.31140 4.13770 -0.43080
C 0.09910 2.59920 -1.83120
N -1.25140 1.74760 0.00000
H 1.36410 3.88980 0.28070
H 1.35300 2.14910 0.59330
H 0.35960 3.23270 1.57960
H -0.73730 5.01700 -0.74470
H -1.71790 4.34720 0.56570
H -2.15760 4.03240 -1.11990
H 0.71940 3.42810 -2.19090
H -0.71740 2.46150 -2.54970
H 0.71560 1.69270 -1.85040
H 1.86050 0.00000 0.00000
```

Output
- Orbital gap: 4.15 eV
- E_LUMO: 2.7 eV
- Net charge: -1
- Energy: -54980.6323 eV

These are the Mulliken partial charges, in e, on atoms 1 to 2:
1 Sc -0.544
2 C -1.529

- Which of these has the lowest orbital gap?
  C24H28N6Sc